# 1
This record from OMol25 describes a structure of composition C27H46BrMoNP2S. The level of theory is the ωB97M-V functional and the def2-TZVPD basis.

As for the spin multiplicity: 3. For the HOMO energy (alpha / beta), the calculation gives -19.708 / -20.139 eV. For the LUMO energy (alpha / beta), the calculation gives -13.4293 / -14.9413 eV. As for the net charge: +4. The expectation value of S² is 2.21.

The geometry in XYZ format:
```
79
Properties=species:S:1:pos:R:3:lowdin_spin:R:1
N 1.688 3.153 5.869 0.732
C 0.664 2.306 5.895 0.078
C 0.687 1.061 5.275 0.057
C 1.857 0.637 4.588 -0.008
C 2.953 1.532 4.605 0.064
C 2.802 2.766 5.266 0.080
C 1.883 -0.613 3.860 0.058
Mo 0.652 -1.226 -0.868 0.883
P -1.010 -1.149 -2.961 -0.023
C 2.776 -0.936 2.859 -0.048
C 2.386 -1.694 1.634 0.049
C 3.084 -1.578 0.409 -0.011
C 2.638 -2.231 -0.774 0.027
C 1.544 -3.151 -0.678 -0.019
C 0.665 -3.022 0.436 0.031
C 1.138 -2.338 1.578 -0.021
Br 0.881 -4.160 -2.305 0.020
H 0.960 -1.195 3.987 0.003
H 3.813 -0.664 2.965 -0.002
H -0.204 0.445 5.230 0.005
H 3.864 1.306 4.038 0.005
H -0.217 2.655 6.414 0.016
H 3.634 3.465 5.231 0.017
H 4.067 -1.096 0.416 -0.001
H 0.592 -2.400 2.511 -0.001
H 3.136 -2.172 -1.736 0.004
H -0.329 -3.438 0.353 0.004
P 1.213 1.193 -0.830 -0.003
C -2.105 -2.545 -2.257 0.004
C -2.488 -3.776 -3.069 -0.001
H -3.044 -2.060 -1.944 0.000
H -1.600 -2.866 -1.328 0.003
H -2.871 -4.541 -2.383 0.000
H -3.260 -3.549 -3.802 0.000
H -1.637 -4.218 -3.586 0.000
C 0.378 -1.287 -4.228 0.009
C 0.042 -1.912 -5.578 0.001
H 1.241 -1.785 -3.760 0.003
H 0.690 -0.236 -4.350 0.000
H 0.955 -2.372 -5.983 0.000
H -0.723 -2.693 -5.478 0.000
H -0.277 -1.141 -6.296 0.001
C -2.273 -0.154 -3.897 -0.003
C -3.124 -0.978 -4.865 -0.003
H -1.776 0.676 -4.425 0.000
H -2.892 0.286 -3.098 0.000
H -3.747 -0.316 -5.477 -0.001
H -2.511 -1.567 -5.559 0.000
H -3.804 -1.631 -4.310 0.000
C 0.012 2.536 -1.248 0.008
C -0.630 2.606 -2.630 0.000
H 0.609 3.443 -1.082 0.000
H -0.755 2.513 -0.464 0.000
H -1.045 3.613 -2.763 0.000
H 0.075 2.448 -3.452 0.000
H -1.455 1.899 -2.760 0.000
C 2.397 1.409 -2.218 -0.015
C 3.787 0.831 -1.991 0.000
H 2.440 2.499 -2.361 -0.003
H 1.928 0.972 -3.109 -0.001
H 4.395 1.026 -2.881 0.000
H 4.301 1.293 -1.145 0.000
H 3.777 -0.249 -1.814 0.000
C 2.170 1.975 0.546 0.001
C 1.575 3.017 1.493 0.000
H 3.006 2.455 0.021 0.000
H 2.582 1.139 1.130 -0.001
H 2.398 3.451 2.071 0.000
H 1.070 3.859 1.005 0.000
H 0.885 2.596 2.226 0.000
C -2.857 0.164 -0.286 0.007
S -1.460 -0.389 0.725 -0.002
C -1.327 1.017 1.845 -0.003
H -3.222 -0.692 -0.855 0.000
H -2.526 0.951 -0.969 0.000
H -3.650 0.524 0.372 0.001
H -0.801 1.842 1.376 0.000
H -2.340 1.319 2.111 -0.001
H -0.800 0.708 2.742 0.000
```

# 2
This record from OMol25 describes the ion C3H7BrNS with charge +1. The level of theory is the ωB97M-V functional and the def2-TZVPD basis.

As for the spin multiplicity: 1. The energy relative to the best compared isomer or geometry (same formula, charge and spin) is 1.6064 eV. For the HOMO energy, the calculation gives -13.791 eV. For the LUMO energy, the calculation gives -6.3551 eV. As for the net charge: +1.

The geometry in XYZ format:
```
13
Properties=species:S:1:pos:R:3:mulliken_charge:R:1
C -0.380 0.577 -0.962 -0.431
C -1.230 -0.286 -0.087 -0.625
C 1.855 0.989 0.678 -0.035
N -0.357 -1.089 0.705 -0.489
S 0.491 1.778 0.091 0.169
Br 2.675 -0.486 -0.102 0.081
H 0.354 -0.062 -1.565 0.291
H -1.083 1.072 -1.828 0.364
H -1.919 -0.982 -0.544 0.368
H -1.810 0.379 0.580 0.370
H -0.006 -1.937 0.034 0.252
H -0.798 -1.478 1.523 0.222
H 2.209 1.525 1.477 0.463
```

# 3
This record from OMol25 describes an isolated molecule of C20H20N2O4. The level of theory is the ωB97M-V functional and the def2-TZVPD basis.

As for the SMILES: C=C(C)COc1ccc(-c2[nH]ncc2Oc2cccc(OC)c2)c(O)c1. As for the spin multiplicity: 1. The energy relative to the best compared isomer or geometry (same formula, charge and spin) is 3.3158 eV. For the HOMO energy, the calculation gives -7.897 eV. For the LUMO energy, the calculation gives 0.5622 eV.

The geometry in XYZ format:
```
46
Properties=species:S:1:pos:R:3:mulliken_charge:R:1
C 1.902 1.984 -3.368 -1.139
C 1.668 0.702 -3.140 0.896
C 2.442 -0.111 -2.151 -0.904
C 0.598 -0.045 -3.906 -0.794
O -0.012 -1.102 -3.193 -0.465
C -0.758 -0.811 -2.096 0.129
C -0.979 0.464 -1.588 -0.127
C -1.718 0.616 -0.431 -0.440
C -2.262 -0.470 0.247 -0.130
C -2.925 -0.276 1.523 -0.316
N -3.948 -1.031 1.988 0.413
N -4.365 -0.658 3.190 -1.088
C -3.597 0.356 3.546 -1.026
C -2.663 0.643 2.540 1.416
O -1.731 1.647 2.577 -0.519
C -0.444 1.363 2.215 -0.007
C 0.360 2.449 1.868 -0.605
C 1.668 2.232 1.494 -0.710
C 2.202 0.953 1.453 -0.419
C 1.406 -0.127 1.813 0.208
O 1.810 -1.430 1.820 -0.420
C 3.153 -1.718 1.517 -0.775
C 0.085 0.084 2.200 0.229
C -2.084 -1.749 -0.305 1.014
O -2.651 -2.821 0.320 -0.612
C -1.333 -1.908 -1.454 -0.979
H 2.687 2.514 -2.856 0.294
H 1.325 2.554 -4.076 0.305
H 3.325 0.430 -1.820 0.488
H 2.740 -1.060 -2.594 0.332
H 1.819 -0.326 -1.282 -0.017
H 1.061 -0.544 -4.765 0.318
H -0.161 0.653 -4.284 0.423
H -0.563 1.334 -2.066 0.387
H -1.881 1.609 -0.043 0.545
H -4.355 -1.828 1.526 0.208
H -3.730 0.848 4.488 0.535
H -0.060 3.442 1.897 0.474
H 2.290 3.070 1.220 0.403
H 3.226 0.817 1.147 0.440
H 3.405 -1.440 0.489 0.216
H 3.256 -2.797 1.631 0.265
H 3.838 -1.216 2.208 0.376
H -0.504 -0.772 2.489 0.557
H -2.369 -3.632 -0.119 0.316
H -1.167 -2.892 -1.869 0.305
```

no.,total energy (a.u.)
1,-4832.5440
2,-3145.1192
3,-1184.5448